Entry from the Open Molecules 2025 dataset: an isolated molecule of C5H8O (ωB97M-V/def2-TZVPD).

Values from the calculation:
* gap between HOMO and LUMO (alpha / beta): 7.834 / 7.833 eV
* max |F|: 0.005 Eh/bohr
* energy: -7357.91087 eV
* HOMO energy (alpha / beta): -0.2675 / -0.2674 Ha
* ΔE to the lowest compared entry with this formula, charge and spin: 4.344 eV

The geometry in ORCA input format:
```
! wB97M-V def2-TZVPD RIJCOSX def2/J DEFGRID3
* xyz 0 1
O -0.10128 1.26194 2.36986
C -0.17057 1.01182 1.03391
C 1.23831 0.03359 -0.78677
C 0.44510 -1.17603 -1.02460
C -0.84426 -0.46590 -0.75282
C -1.11691 0.20030 0.44993
H -0.55760 0.55065 2.83781
H 0.37922 1.75077 0.47236
H 1.32637 0.74963 -1.59608
H 2.00684 0.07267 -0.02280
H 0.47934 -1.54154 -2.05647
H 0.64949 -2.00693 -0.34228
H -1.63631 -0.53550 -1.50582
H -2.09773 0.09455 0.92376
*
```